C12H52N24O14Tl | ωB97M-V/def2-TZVPD

Summary:
Net charge: +3
LUMO energy in eV: -12.30
Spin multiplicity: 1
E in hartree: -3027.80529
Kohn-Sham gap in eV: 3.1

CARTESIAN COORDINATES (ANGSTROEM)
N -0.313 7.000 1.738
H -1.213 1.286 -3.102
N 4.671 -1.201 0.662
H -5.845 -3.418 1.676
N 1.557 3.401 2.491
H -0.775 1.819 4.058
O 1.546 2.475 -0.491
H 0.812 2.462 -5.072
H 3.524 -1.277 7.150
H -2.689 7.194 0.581
H 1.102 4.261 2.491
N 1.804 2.295 -5.193
C 1.993 0.959 -5.151
H 0.034 -4.874 0.035
C 0.916 2.293 2.873
O -0.446 1.056 -2.654
N 0.569 -4.951 3.025
O 1.451 -0.619 4.832
N 2.561 0.804 -1.659
H -3.837 1.381 -2.995
N 0.047 -4.948 -1.002
N -3.468 3.798 -5.678
H 3.269 -0.497 -5.605
H -0.674 3.375 3.108
H 1.370 -5.534 2.766
O -3.846 -0.761 -0.711
N 2.633 3.067 -2.383
N 1.128 -0.483 7.026
H 2.312 4.010 -2.255
C -1.407 -0.450 1.472
C 4.997 -1.338 1.931
H -2.878 -5.713 1.048
H 2.976 0.372 -2.512
O 2.016 -0.984 0.718
H 3.654 1.569 1.184
H -0.502 7.968 1.611
H 0.266 0.882 -3.276
H -0.796 -2.052 3.549
N -2.236 6.304 0.684
O 4.108 -1.424 2.845
N -0.691 -3.063 3.707
N -1.143 0.109 0.336
H -1.837 0.036 -0.384
H 2.932 2.679 -3.292
H -3.723 3.764 -6.637
N -3.875 -5.776 0.968
C -4.318 -4.529 1.436
N 3.260 0.501 -5.316
H -1.551 -3.422 3.277
H 2.138 0.154 -1.024
N -3.783 1.069 -2.052
H 1.303 -0.841 7.961
H -2.143 2.319 -7.333
H 2.352 2.859 -5.865
N -5.456 -3.971 0.921
H 3.658 -1.466 5.494
N -3.300 -1.025 -2.904
H 0.523 6.647 2.127
O -0.524 -0.767 2.385
N -2.651 -0.680 1.773
H 5.270 -1.432 -0.095
N -0.435 2.382 3.262
H -0.101 -5.544 3.493
N 3.023 -1.469 6.279
C -2.661 2.758 -5.318
C 0.451 -3.640 3.175
H 2.424 3.198 2.060
H -3.739 4.571 -5.113
H -4.299 1.518 -1.296
C -0.157 -3.697 -1.492
C 1.853 -0.796 5.983
H -3.874 -1.831 -2.832
Tl 1.698 -0.819 2.638
O 1.657 1.267 2.911
H 1.369 -1.496 0.396
C -1.063 6.033 1.229
C 2.242 2.204 -1.529
H 0.069 -2.891 -3.305
O -0.492 -2.770 -0.719
O 1.068 0.173 -4.848
H 7.052 -1.305 1.663
H -6.130 -4.478 0.326
H 6.439 -1.217 3.224
H -2.638 5.568 0.091
N 0.124 -3.718 -2.871
H -3.347 -0.492 -3.759
N -2.118 2.077 -6.383
H -4.064 -6.083 0.031
H -3.275 -0.652 0.943
H 4.097 1.075 -5.486
O -3.720 -4.119 2.412
H -2.849 -1.521 2.321
N 6.257 -1.443 2.282
O -0.616 4.895 1.333
H -0.326 0.677 0.049
C -3.682 -0.227 -1.826
H 0.793 -5.516 -1.356
H -1.420 1.358 -6.138
H 0.430 -4.641 -3.165
O -2.379 2.542 -4.129
H 0.156 -0.304 6.795
O 1.599 -2.997 2.956
H 3.754 -1.304 0.412